Molecular formula: C25H31N3O4S
Method: DFT, the ωB97M-V functional and the def2-TZVPD basis

The geometry in XYZ format:
```
64
Properties=species:S:1:pos:R:3:lowdin_charge:R:1
C -5.31931 -2.72608 -2.34705 -0.0233
C -5.84948 -2.77581 -0.94709 -0.2235
C -6.19613 -3.97808 -0.34654 -0.0400
C -6.68782 -4.01387 0.94712 -0.0823
C -6.84674 -2.83934 1.66118 -0.0823
C -6.50503 -1.63194 1.07735 -0.0279
C -5.99951 -1.59662 -0.21473 -0.1317
C -5.69715 -0.27082 -0.85093 -0.4353
O -6.54677 0.35682 -1.45522 0.0799
N -4.42254 0.16418 -0.72214 -0.0361
C -3.40609 -0.46791 0.07787 -0.1289
H -3.73203 -1.46733 0.37110 0.1272
C -3.12252 0.38139 1.32027 -0.1124
H -2.35513 -0.10499 1.92593 0.1138
H -4.03546 0.44693 1.91610 0.1212
C -2.69111 1.80032 0.91344 -0.2307
C -1.29490 1.77170 0.29155 -0.4240
O -1.07398 1.90629 -0.88841 0.0900
N -0.32310 1.56703 1.23391 0.1359
C 1.05898 1.47344 1.06737 -0.2041
C 1.82807 1.19197 2.19886 -0.0097
C 3.20219 1.09309 2.09980 -0.0505
C 3.80945 1.27806 0.87260 -0.2883
C 3.06185 1.56026 -0.25438 -0.0387
C 1.68565 1.65553 -0.16590 0.0147
H 1.09190 1.87465 -1.03716 0.1028
H 3.57108 1.70643 -1.19279 0.1203
S 5.58808 1.17434 0.72227 0.6744
O 6.13088 0.70324 1.96835 -0.2864
O 6.08908 2.40671 0.18969 -0.2795
N 5.71490 0.01327 -0.48127 -0.2477
C 5.41243 -1.31792 -0.00446 -0.2153
C 5.20416 -2.24706 -1.19761 -0.1746
C 6.44643 -2.24008 -2.08504 -0.2050
C 6.76783 -0.80774 -2.50499 -0.1757
C 6.93259 0.06614 -1.26534 -0.2062
H 7.09381 1.11232 -1.52685 0.1147
H 7.79131 -0.28394 -0.67244 0.1342
H 5.95149 -0.41392 -3.11202 0.1168
H 7.68479 -0.77733 -3.09455 0.1130
H 6.28225 -2.86392 -2.96532 0.1088
H 7.29125 -2.65375 -1.52972 0.1138
H 4.34508 -1.89513 -1.77113 0.1165
H 4.99310 -3.25588 -0.84020 0.1127
H 4.50584 -1.24917 0.60152 0.1184
H 6.22496 -1.69286 0.63524 0.1301
H 3.81903 0.87548 2.95727 0.1155
H 1.34452 1.05397 3.15578 0.1134
H -0.63147 1.47046 2.19208 0.1412
C -3.72634 2.40573 -0.04301 -0.1085
H -3.35268 3.35149 -0.43587 0.1233
C -4.03989 1.47080 -1.21160 -0.1230
H -4.87352 1.86138 -1.79722 0.1255
H -3.15903 1.37029 -1.85073 0.1228
H -4.64496 2.60055 0.51436 0.1256
H -2.63782 2.42696 1.81217 0.1459
H -2.49223 -0.55450 -0.52252 0.1359
H -6.63773 -0.70755 1.62141 0.1184
H -7.23933 -2.86157 2.66681 0.1013
H -6.95413 -4.95987 1.39507 0.1016
H -6.08415 -4.89806 -0.90249 0.1097
H -4.26850 -2.43463 -2.34768 0.0850
H -5.41030 -3.69527 -2.83091 0.0786
H -5.86758 -1.98684 -2.92829 0.0892
```

For the HOMO energy, the calculation gives -9.1 eV. The calculation puts the energy relative to the best compared isomer or geometry (same formula, charge and spin) at 16.9 kcal per mole. Its SMILES is Cc1ccccc1C(=O)N1CCC(C(=O)Nc2ccc(S(=O)(=O)N3CCCCC3)cc2)CC1. As for the total charge: 0. The orbital gap comes out at 9.39 eV.

Molecular formula: C47H41BrN4O4STeTi
Method: DFT, the ωB97M-V functional and the def2-TZVPD basis

The geometry in XYZ format:
```
100
Properties=species:S:1:pos:R:3:lowdin_charge:R:1
Ti -0.16482 -0.66015 -0.47448 0.7725
C -2.55382 3.67010 4.47267 -0.0522
C -2.22156 2.95608 3.19718 -0.2685
C -2.37504 3.54831 1.95912 0.0184
C -2.10006 2.87016 0.76748 -0.0639
C -2.26060 3.61852 -0.49665 -0.3042
O -2.03100 4.81560 -0.54392 0.0824
C -2.75867 2.91288 -1.70564 -0.1443
C -2.56878 3.55108 -2.93140 -0.0236
C -3.11567 3.03773 -4.08907 -0.0889
C -3.83401 1.85416 -4.04086 -0.0989
C -4.01186 1.19979 -2.83218 -0.0703
C -3.48916 1.72758 -1.66594 -0.0117
C -1.60562 1.55402 0.81678 -0.2661
O -1.26289 0.85449 -0.24773 -0.2760
C -1.43902 0.96089 2.10144 -0.0925
C -1.74866 1.64231 3.25417 0.0298
C -0.87332 -0.39361 1.89988 -0.2000
N 0.34597 -0.49028 1.38963 -0.0856
C 1.27035 0.59200 1.65615 -0.3448
C 1.86213 0.45263 3.04282 -0.4710
Te 3.28657 2.04290 3.41274 1.2224
C 1.99413 3.57313 2.64773 -0.5521
C 1.90644 3.76056 1.27713 -0.1736
C 1.03067 4.69568 0.75470 -0.0863
C 0.25529 5.46719 1.60289 -0.0860
C 0.35916 5.29743 2.97314 -0.0901
C 1.22186 4.34898 3.49601 -0.1457
C -1.87765 -1.46846 1.82043 -0.1656
C -2.61517 -1.82907 2.95134 -0.0077
C -3.57272 -2.82297 2.88340 -0.0705
C -3.84759 -3.45820 1.68162 -0.0770
C -3.16026 -3.07889 0.53755 -0.0575
C -2.19610 -2.09051 0.60558 -0.0570
H -2.91733 4.67615 4.28158 0.0759
H -1.67644 3.73284 5.11540 0.0748
H -3.32345 3.11768 5.01098 0.0799
H -2.72832 4.56761 1.87406 0.1265
H -2.00852 4.47341 -2.93625 0.1182
H -2.99649 3.56353 -5.02616 0.1055
H -4.27362 1.45012 -4.94037 0.1031
H -4.58189 0.28167 -2.80064 0.1072
H -3.69033 1.23302 -0.72660 0.1239
H -1.60413 1.16675 4.21416 0.1253
H 0.77413 1.57731 1.58501 0.0893
H 2.07501 0.54798 0.90120 0.0969
H 2.39539 -0.48910 3.14632 0.0411
H 1.07528 0.49138 3.79336 0.0475
H 2.51846 3.17308 0.60644 0.0825
H 0.95278 4.81082 -0.31588 0.0977
H -0.43372 6.18972 1.19310 0.1055
H -0.23754 5.90533 3.63828 0.1058
H 1.29416 4.21708 4.56696 0.0898
H -2.40430 -1.35037 3.89614 0.1153
H -4.10730 -3.11216 3.77578 0.1030
H -4.60126 -4.23001 1.62647 0.1019
H -3.38423 -3.54840 -0.41295 0.1082
H -1.67396 -1.77151 -0.31729 0.0582
C -2.45833 -2.11863 -5.19466 -0.0360
C -1.66216 -1.10691 -4.42827 -0.2451
C -1.24377 0.08969 -5.03411 0.0062
C -0.49235 0.99232 -4.27679 -0.0800
C -0.22786 0.67980 -2.97312 -0.6274
Br 0.82070 1.82852 -1.87043 0.9742
N -0.62157 -0.45339 -2.34689 -0.1052
C -1.32729 -1.33573 -3.11405 -0.0318
H -3.07318 -1.64214 -5.95540 0.0811
H -3.10069 -2.68634 -4.52581 0.0818
H -1.79203 -2.82001 -5.69963 0.0899
H -1.50767 0.31183 -6.05329 0.1223
H -0.13293 1.91856 -4.69270 0.1134
H -1.63900 -2.25645 -2.62116 0.1348
C 6.60314 -3.73024 2.65603 -0.0486
C 5.25167 -3.68966 2.00858 -0.2687
C 4.50128 -4.85313 1.87340 -0.0295
C 3.23736 -4.81704 1.30766 -0.0458
C 2.71792 -3.61660 0.86534 -0.2563
C 3.45567 -2.45094 0.96861 -0.0476
C 4.71869 -2.49151 1.53623 -0.0237
S 1.01169 -3.59553 0.29755 0.6352
O 0.19688 -3.27227 1.43867 -0.2756
O 0.71546 -4.84738 -0.35790 -0.3010
N 0.89667 -2.32459 -0.70825 -0.2206
C 1.77378 -2.22344 -1.73997 -0.4220
C 2.35173 -3.30585 -2.42650 -0.0005
C 3.15243 -3.04248 -3.51568 -0.0565
C 3.39152 -1.71997 -3.88747 -0.0694
C 2.80544 -0.71833 -3.13824 -0.1516
N 2.02174 -0.94918 -2.08892 0.0492
H 6.88495 -4.75296 2.89155 0.0733
H 6.59955 -3.15707 3.58188 0.0839
H 7.36364 -3.30033 2.00750 0.0818
H 4.90210 -5.79483 2.22124 0.1117
H 2.63462 -5.70435 1.19138 0.1156
H 3.04390 -1.52103 0.59743 0.0985
H 5.29827 -1.58215 1.61881 0.1178
H 2.10831 -4.30919 -2.11690 0.0993
H 3.56301 -3.86008 -4.09179 0.1083
H 4.00667 -1.48187 -4.74151 0.0972
H 2.95911 0.32488 -3.38514 0.0906
```

For the HOMO energy (alpha / beta), the calculation gives -5.9 / -6.0 eV. As for the total charge: 0. The orbital gap (alpha / beta) comes out at 5.38 / 5.53 eV.

Molecular formula: C12H9F5N2O3Pd
Method: DFT, the ωB97M-V functional and the def2-TZVPD basis

The geometry in XYZ format:
```
32
Properties=species:S:1:pos:R:3:lowdin_charge:R:1
Pd 0.61081 1.49782 0.85605 1.3563
F 3.60880 0.32925 0.27535 0.1365
C 2.76559 0.12999 -0.72563 -0.1850
C 1.43952 0.53754 -0.71237 -0.0002
C 0.61892 0.29793 -1.80665 -0.1979
F -0.66597 0.68834 -1.83111 0.0883
C 1.11811 -0.34623 -2.92527 -0.1257
F 0.33012 -0.56015 -3.95573 0.1892
C 2.44451 -0.75881 -2.94887 -0.1080
F 2.92182 -1.36644 -4.00316 0.2095
C 3.25990 -0.51831 -1.85391 -0.1187
F 4.51694 -0.89577 -1.86870 0.1969
O -0.41322 2.85202 -0.32933 -0.0322
H 0.03697 3.70046 -0.47910 0.1391
H -0.75316 2.52843 -1.18164 0.1023
N -3.98130 -2.45194 1.34443 0.2101
C -2.98567 -1.58929 1.20842 -0.2574
C -1.63205 -1.98733 1.36039 0.0414
C -0.63682 -1.07369 1.21858 -0.0853
N -0.89268 0.22743 0.92756 -0.1056
C -2.17887 0.63508 0.77604 -0.0919
C -3.22378 -0.22225 0.91036 0.0390
H -3.81217 -3.42078 1.56354 0.1413
H -4.94265 -2.16642 1.24657 0.1414
H -1.37801 -3.01050 1.60067 0.1379
H 0.40007 -1.35251 1.34916 0.1267
H -2.34686 1.68124 0.56137 0.1231
H -4.23109 0.15374 0.79593 0.1382
O 1.73868 0.63016 2.18571 -0.0608
C 2.56168 1.63072 2.19098 -0.3161
O 2.30677 2.53532 1.35688 -0.0178
H 3.39509 1.66495 2.89348 0.1856
```

For the HOMO energy, the calculation gives -16.1 eV. The calculation puts the energy relative to the best compared isomer or geometry (same formula, charge and spin) at 0.0 kcal per mole. As for the total charge: +2. The orbital gap comes out at 6.09 eV.

Molecular formula: C5H10O
Method: DFT, the ωB97M-V functional and the def2-TZVPD basis

The geometry in XYZ format:
```
16
Properties=species:S:1:pos:R:3:lowdin_charge:R:1
C -0.48043 1.37636 -0.62332 -0.0523
C -0.29282 -0.10803 -0.41309 -0.3775
C -1.46714 -0.97533 -0.77945 -0.0659
C 0.87393 -0.65607 -0.03176 -0.0721
C 1.74657 0.04130 0.97311 -0.2437
O 0.89712 -0.17365 2.10483 -0.0829
H 0.30053 1.99303 -0.16972 0.0707
H -1.45165 1.74695 -0.27673 0.0821
H -0.44043 1.54208 -1.70733 0.0893
H 0.03708 -0.15003 1.61740 0.0766
H -2.40157 -0.59572 -0.34104 0.0838
H -1.33257 -2.00168 -0.42213 0.0794
H -1.59767 -0.98802 -1.86412 0.0812
H 0.97051 -1.74057 0.00977 0.1172
H 2.72796 -0.42467 1.12661 0.1141
H 1.91059 1.11404 0.79698 0.1001
```

For the HOMO energy, the calculation gives -9.1 eV. The calculation puts the energy relative to the best compared isomer or geometry (same formula, charge and spin) at 36.9 kcal per mole. Its SMILES is CC(C)=CCO. As for the total charge: 0. The orbital gap comes out at 10.01 eV.

Molecular formula: C3H7NO2
Method: DFT, the ωB97M-V functional and the def2-TZVPD basis

The geometry in XYZ format:
```
13
Properties=species:S:1:pos:R:3:lowdin_charge:R:1
C -1.83801 0.32343 0.24204 -0.0677
C -0.87161 -0.26262 -0.77072 -0.2221
O 0.42810 0.33740 -0.61741 -0.0134
C 1.29424 -0.37733 0.13296 -0.6285
O 1.06838 -1.47606 0.59419 0.0725
N 2.48013 0.28212 0.27947 0.1734
H -2.01348 1.38667 0.05277 0.0759
H -1.43066 0.20819 1.25123 0.0812
H -2.79916 -0.19994 0.20493 0.0794
H -0.77967 -1.34329 -0.64332 0.1136
H -1.16932 -0.04342 -1.79867 0.1210
H 3.09939 -0.10669 0.97167 0.1096
H 2.53167 1.27153 0.10088 0.1051
```

For the HOMO energy, the calculation gives -10.4 eV. The calculation puts the energy relative to the best compared isomer or geometry (same formula, charge and spin) at 3.5 kcal per mole. Its SMILES is CCOC(N)=O. As for the total charge: 0. The orbital gap comes out at 11.32 eV.

Molecular formula: CHF3O2S
Method: DFT, the ωB97M-V functional and the def2-TZVPD basis

The geometry in XYZ format:
```
8
Properties=species:S:1:pos:R:3:lowdin_charge:R:1
C -0.35544 -0.04542 0.95283 -0.2844
O -1.15959 0.34495 -1.70270 -0.3305
O 0.37892 -1.54236 -1.15162 -0.3136
F 1.34115 1.18050 1.00134 -0.3886
F 0.00128 -1.13434 1.51517 0.2051
F -1.30210 0.61668 1.61885 0.1763
S -0.02640 -0.17614 -0.98813 0.7699
H 1.12218 0.75613 -1.24574 0.1659
```

For the HOMO energy (alpha / beta), the calculation gives -12.1 / -12.1 eV. The calculation puts the energy relative to the best compared isomer or geometry (same formula, charge and spin) at 100.5 kcal per mole. As for the total charge: 0. The orbital gap (alpha / beta) comes out at 10.43 / 10.43 eV.

Molecular formula: C5H11BrSi
Method: DFT, the ωB97M-V functional and the def2-TZVPD basis

The geometry in XYZ format:
```
18
Properties=species:S:1:pos:R:3:lowdin_charge:R:1
C -0.81851 -1.65762 0.46357 -0.1580
C -0.37026 -2.09469 -0.93790 -0.6238
C -0.37041 -0.64566 -0.57897 -0.6568
C -1.29804 0.42056 -1.20735 -0.1139
C 0.92578 1.50593 1.12363 -0.2341
Si 1.23547 0.16490 -0.22593 0.6397
Br -1.73142 -2.77300 -2.22605 0.6053
H -1.89373 -1.64613 0.75628 0.1115
H -0.27211 -1.86642 1.41739 0.1092
H 0.58538 -2.58833 -1.12094 0.0788
H -1.02932 0.73330 -2.23801 0.0843
H -1.10500 1.37476 -0.70550 0.0395
H -2.44241 0.27180 -0.98244 0.1191
H -0.06675 1.08240 1.65883 0.0797
H 1.64871 1.66176 1.95527 0.0272
H 0.66823 2.40115 0.64435 -0.0247
H 1.84565 0.64942 -1.49957 -0.0263
H 2.20084 -0.67435 0.32541 -0.0567
```

For the HOMO energy, the calculation gives -9.7 eV. The calculation puts the energy relative to the best compared isomer or geometry (same formula, charge and spin) at 54.6 kcal per mole. Its SMILES is C[SiH2][C@]1(C)C[C@H]1Br. As for the total charge: 0. The orbital gap comes out at 10.49 eV.